Run A
Below is a single C7H12Si molecule, with properties calculated with ωB97M-V/def2-TZVPD.

The geometry in ORCA input format:
```
! RIJCOSX wB97M-V def2-TZVPD def2/J DEFGRID3
* xyz 0 1
C -1.099 -0.485 0.477
H 3.067 1.797 -1.027
C -1.149 1.259 -1.241
H -2.775 -1.274 1.343
C -1.790 0.557 -0.325
H 1.575 3.001 -1.012
C 0.079 -0.865 0.071
H -1.365 -1.895 2.167
H -1.958 -0.140 2.363
H 0.956 -1.774 1.756
C 1.080 -1.787 0.691
Si 0.594 0.951 -1.789
H 2.070 -1.334 0.572
H 1.000 -2.830 0.258
H -2.749 0.710 -0.120
H 1.625 1.939 0.207
C 1.922 1.990 -0.861
H -1.723 1.931 -1.768
C -1.843 -1.002 1.642
H 0.659 0.497 -3.180
*
```

=====

Run B
Below is a single C7H12Si molecule, with properties calculated with ωB97M-V/def2-TZVPD.

The geometry in ORCA input format:
```
! RIJCOSX wB97M-V def2-TZVPD def2/J DEFGRID3
* xyz 0 1
H 0.040 1.463 1.567
Si -2.535 -0.001 0.060
H 2.540 0.749 0.950
C -0.638 0.085 -0.019
H -2.713 -1.397 0.513
H -0.507 -2.099 0.081
C -0.091 1.087 -0.993
H 1.928 1.740 -1.420
C 0.306 0.480 1.281
C 1.197 1.219 -0.842
H 0.166 -0.202 1.973
H 1.925 -1.544 0.909
C 1.632 0.404 0.449
H 2.042 -1.387 -0.905
C 0.042 -1.220 -0.376
H -0.034 -1.429 -1.410
C 1.539 -1.065 0.047
H -0.716 1.427 -1.763
H -3.049 0.897 1.015
H -3.074 0.793 -1.116
*
```

Properties
SMILES ... [SiH3][C@]12C=C[C@H](CC1)C2

=====

Which of them is the most stable, and which is the least stable? run B and run A, in that order.